2 unconnected molecules or ions with the total composition C8H12N5O2 in a non-equilibrium geometry, computed with wB97M-V/def2-TZVPD.

```
27
C8H12N5O2, DFT wB97M-V/def2-TZVPD
C 1.049 1.180 2.738
C -1.072 2.149 0.555
C 0.890 0.204 -1.654
C 0.526 -1.262 -1.480
C 1.059 0.703 -0.182
C -0.661 -1.368 -0.501
C -0.388 0.787 0.327
C -2.367 -0.455 0.884
N 2.832 1.518 3.787
N 1.935 0.568 3.446
N 1.335 2.486 2.635
N 2.439 2.689 3.272
N -1.108 -0.342 0.146
O -0.417 3.125 0.994
O -2.216 2.187 0.012
H 1.759 0.454 -2.199
H 0.162 0.957 -2.064
H 0.208 -1.541 -2.496
H 1.430 -1.882 -1.001
H 1.607 -0.004 0.481
H 1.280 1.757 -0.251
H -1.124 -2.387 -0.364
H 0.157 0.663 2.510
H -2.874 0.482 0.945
H -3.175 -1.203 0.512
H -2.139 -0.635 1.944
H 0.777 3.039 2.009
```

total charge	-1
molecular weight	210.22	g/mol
maximum force	4.1	eV/Å
LUMO	3.47	eV
total energy	-20033.8632	eV

***

A gas-phase ion, C8H12N5O2 (charge +1) in a non-equilibrium geometry, computed with wB97M-V/def2-TZVPD.

```
27
C8H12N5O2, DFT wB97M-V/def2-TZVPD
C -2.037 -1.662 1.114
C -1.357 -0.985 -0.045
C -0.335 -1.364 -0.724
C 0.684 -1.793 -1.466
N 2.040 -1.508 -1.027
N 2.329 -0.341 -0.419
C 3.306 0.593 -0.745
C 3.422 1.381 0.358
N 2.449 0.995 1.286
C 1.812 -0.091 0.763
N -1.891 0.387 -0.163
O -3.299 0.402 -0.191
C -1.189 1.444 -0.621
N -1.949 2.522 -0.911
O 0.025 1.353 -0.603
H -1.387 -2.108 1.869
H -2.640 -0.996 1.594
H -2.652 -2.493 0.613
H 0.492 -2.384 -2.275
H 2.820 -1.806 -1.570
H 3.807 0.640 -1.680
H 4.051 2.293 0.625
H 2.034 1.378 2.100
H 1.107 -0.592 1.410
H -3.451 -0.083 0.609
H -2.943 2.526 -0.695
H -1.674 3.497 -0.766
```

total charge	+1
molecular weight	210.22	g/mol
maximum force	4.9	eV/Å
LUMO	-2.57	eV
total energy	-20025.1928	eV
SMILES string	CC(=C=CN[n+]1cc[nH]c1)N(O)C(N)=O

***

2 unconnected molecules or ions with the total composition C8H12N6 in a non-equilibrium geometry, computed with wB97M-V/def2-TZVPD.

```
26
C8H12N6, DFT wB97M-V/def2-TZVPD
C 2.259 -1.193 -1.747
C 1.658 -0.397 -2.721
C -0.486 -2.579 1.963
C 0.909 -1.081 2.156
C -1.965 1.680 -0.915
C 0.069 1.896 1.010
C -1.585 0.371 -0.263
C -0.304 0.473 0.539
N 1.890 -0.747 -0.559
N 0.915 0.530 -2.086
N 0.658 -2.287 2.542
N -0.967 -1.650 1.220
N -0.074 -0.636 1.348
N 1.200 0.289 -0.863
H 2.873 -2.113 -1.668
H 1.577 -0.525 -3.766
H -0.930 -3.477 1.983
H 1.697 -0.409 2.550
H -1.169 1.871 -1.580
H -2.978 1.598 -1.500
H -2.094 2.493 -0.217
H -0.557 2.143 1.849
H 1.109 1.819 1.226
H 0.035 2.415 0.086
H -2.363 -0.088 0.382
H -1.379 -0.397 -0.970
```

molecular weight	192.23	g/mol
maximum force	7.0	eV/Å
LUMO	-0.21	eV
total energy	-17427.5234	eV

***

What E_HOMO values result from the calculations? In sequence: -3.10; -12.12; -9.41 eV.
What relative energy (zero: lowest compared OMol25 entry of this formula, charge and spin) values result from the calculations? In sequence: 1.116; 4.831; 2.697 eV.